# 1
A cluster of 3 separate species, C21H22NO3 in total in a non-equilibrium geometry. Source: OMol25; level of theory: ωB97M-V with the def2-TZVPD basis set.

Results
DFT total energy in eV: -29743.4360

Geometry as ORCA input:
```
! wB97M-V def2-TZVPD RIJCOSX def2/J DEFGRID3
* xyz 1 1
O -2.8206 2.3877 1.0242
C -2.2751 1.6211 0.0362
O -2.7395 1.9199 -1.3199
C -1.1967 0.5014 0.5242
C -1.0260 0.1496 2.1509
C 0.1334 -0.9536 2.5926
N 1.0430 -1.6930 1.6351
C 0.9044 -1.3988 0.1553
C -0.1938 -0.3085 -0.4830
C -0.1322 -0.1076 -2.0984
C 1.5047 0.5894 -2.2669
C 1.6268 2.2267 -1.7357
O 1.6435 1.7318 -3.3103
H -3.5909 2.4455 -1.3143
H -1.6805 0.6573 2.9952
H 0.2831 -1.1916 3.7492
H 1.7947 -2.3757 1.9108
H 1.6273 -1.9701 -0.6038
H -0.8190 0.7089 -2.5576
H -0.0346 -1.0968 -2.7159
H 2.4742 -0.1765 -2.0399
H 2.2176 3.0980 -2.1919
H 2.5726 1.8647 -1.0990
C 1.8310 -2.5040 5.9718
C 0.6720 -2.7337 6.7124
C 0.6095 -2.3441 8.0500
C 1.7038 -1.7154 8.6447
C 2.8616 -1.4824 7.9029
C 2.9273 -1.8803 6.5679
H 1.8805 -2.8108 4.9303
H -0.1832 -3.2174 6.2470
H -0.2913 -2.5292 8.6288
H 1.6536 -1.4073 9.6857
H 3.7137 -0.9909 8.3661
H 3.8314 -1.7036 5.9919
C -0.8036 1.5059 -5.8450
C -2.0665 1.1582 -5.3663
C -3.1412 1.0476 -6.2480
C -2.9507 1.2753 -7.6113
C -1.6870 1.6192 -8.0904
C -0.6142 1.7389 -7.2073
H 0.0330 1.5953 -5.1570
H -2.2133 0.9741 -4.3050
H -4.1265 0.7833 -5.8738
H -3.7871 1.1843 -8.2992
H -1.5383 1.7950 -9.1530
H 0.3689 2.0123 -7.5802
*
```

=====

# 2
A structure of composition C30H77N13O6P4 in a non-equilibrium geometry. Source: OMol25; level of theory: ωB97M-V with the def2-TZVPD basis set.

Results
DFT total energy in eV: -101128.5962

Geometry as ORCA input:
```
! wB97M-V def2-TZVPD RIJCOSX def2/J DEFGRID3
* xyz 0 1
C -2.9039 -0.2784 2.0663
C -2.5496 -0.7036 0.7525
C -1.1430 -0.9172 0.5159
C -0.1661 -0.5328 1.4440
C -0.5458 -0.0721 2.7584
C -1.9228 -0.0308 2.9942
N 1.2452 -0.6675 1.1215
O 2.1049 -0.6208 2.0321
O 1.5628 -0.8137 -0.0635
H -3.8621 0.1850 2.2493
H -3.2645 -0.7150 -0.0570
H -0.8106 -1.0167 -0.5068
H 0.0767 0.4604 3.4622
H -2.1869 0.3776 3.9585
O -1.5203 3.5224 -2.9157
P -1.3133 3.1629 -1.4484
N 0.0194 4.1133 -0.9360
C 1.4084 3.7059 -1.1130
C -0.1794 5.4254 -0.3980
N -0.9172 1.5421 -1.0485
C -1.6793 0.4065 -1.5557
C -0.1630 1.2342 0.1063
N -2.5932 3.5149 -0.3784
C -2.4357 3.3483 1.1006
C -3.9216 3.8844 -0.7967
H 1.8541 3.3426 -0.1869
H 1.7752 4.6103 -1.5984
H 1.3844 2.8716 -1.8140
H -0.1583 6.0404 -1.2976
H 0.7493 5.5800 0.1512
H -1.0762 5.4973 0.2174
H -2.1605 -0.0723 -0.7028
H -2.4680 0.7993 -2.1975
H -1.1521 -0.3183 -2.1760
H 0.1765 2.1345 0.6185
H -0.7277 0.6152 0.8034
H 0.7403 0.6671 -0.1187
H -1.5732 2.8057 1.4875
H -2.3122 4.3099 1.5988
H -3.2582 2.8176 1.5801
H -4.4564 3.0489 -1.2485
H -3.9128 4.7712 -1.4304
H -4.5332 4.1549 0.0640
O 4.6199 -1.4306 -2.1850
P 3.3517 -0.6841 -2.5626
N 1.9843 -1.8110 -2.5022
C 1.0488 -1.8501 -1.3335
C 2.1751 -3.1566 -3.1013
N 3.4394 -0.1554 -4.2082
C 4.4929 0.8315 -4.5211
C 2.3040 -0.2097 -5.1163
N 2.9853 0.6435 -1.6116
C 2.1417 1.7302 -2.0885
C 3.2008 0.6646 -0.2169
H 0.1974 -2.4886 -1.5693
H 0.7930 -0.8183 -1.0924
H 1.4978 -2.3002 -0.4481
H 2.4629 -3.8782 -2.3368
H 2.9496 -2.9795 -3.8475
H 1.2105 -3.4661 -3.5038
H 3.9605 1.7779 -4.6154
H 5.1317 1.0788 -3.6733
H 4.9741 0.5157 -5.4468
H 2.1336 -1.2590 -5.3575
H 1.3185 0.0206 -4.7113
H 2.4619 0.5218 -5.9089
H 1.1246 1.6100 -1.7154
H 2.3229 2.7407 -1.7224
H 2.0800 1.7741 -3.1759
H 3.5336 -0.2540 0.2664
H 2.2750 0.9613 0.2759
H 3.8982 1.4610 0.0429
O -3.2699 -3.8407 -2.7956
P -2.6169 -2.7502 -3.5880
N -1.6372 -3.3605 -4.9194
C -0.3913 -3.9847 -4.5830
C -2.3448 -4.1219 -5.9483
N -1.6059 -1.7315 -2.7888
C -1.6759 -1.5534 -1.3310
C -0.6939 -0.9004 -3.6291
N -3.8251 -1.6774 -4.2245
C -5.1571 -2.0448 -3.8736
C -3.6165 -0.5713 -5.0488
H -0.4953 -4.9933 -4.1829
H 0.1654 -3.2938 -3.9498
H 0.1417 -4.3143 -5.4749
H -3.2296 -3.6031 -6.3172
H -2.8137 -4.9991 -5.5026
H -1.5948 -4.3159 -6.7150
H -0.6689 -1.8215 -1.0115
H -1.9677 -0.5138 -1.1816
H -2.3190 -2.2708 -0.8213
H -0.5270 -1.2691 -4.6412
H -0.9703 0.1512 -3.7057
H 0.3346 -0.9893 -3.2793
H -5.2446 -2.2113 -2.7999
H -6.0376 -1.4685 -4.1576
H -5.2826 -3.0461 -4.2855
H -2.5698 -0.5259 -5.3497
H -3.7297 0.2781 -4.3752
H -4.2844 -0.5338 -5.9094
O -0.4229 -0.2271 7.4556
P 0.8722 -0.1792 6.7471
N 1.5143 -1.7569 6.5593
C 2.6884 -2.1150 5.6934
C 0.7726 -2.7867 7.1995
N 2.0362 0.6526 7.5201
C 1.3788 1.9685 7.9114
C 2.8015 0.1163 8.6660
N 0.7203 0.4593 5.1664
C 1.8781 0.8792 4.3692
C -0.5720 0.8980 4.6530
H 2.9737 -3.1583 5.8281
H 3.5003 -1.3917 5.7694
H 2.2691 -1.9402 4.7026
H 1.3125 -3.3979 7.9228
H 0.8216 -3.6010 6.4767
H -0.2544 -2.6243 7.5266
H 1.0463 2.4581 6.9961
H 0.4790 1.9466 8.5263
H 2.1938 2.5001 8.4025
H 3.8730 0.3055 8.6024
H 2.3759 0.6586 9.5104
H 2.5950 -0.9180 8.9408
H 2.2098 1.8965 4.5771
H 2.7321 0.2518 4.6244
H 1.5842 0.5548 3.3710
H -1.1052 1.4616 5.4186
H -1.1571 0.0272 4.3572
H -0.4890 1.5575 3.7891
*
```

=====

# 3
A cluster of 11 separate species, C23H68I2NO10PS11 in total in a non-equilibrium geometry. Source: OMol25; level of theory: ωB97M-V with the def2-TZVPD basis set.

Results
DFT total energy in eV: -191589.2517

Geometry as ORCA input:
```
! wB97M-V def2-TZVPD RIJCOSX def2/J DEFGRID3
* xyz 0 1
C 1.1452 2.0972 0.1803
C 1.0256 3.4087 -0.5597
I -1.0473 3.9854 -0.6779
C 1.6777 3.4439 -1.9748
I 0.3840 2.7332 -3.5348
P 3.3407 2.5472 -2.0148
N 3.5505 1.6745 -3.4751
S 4.7614 4.1251 -2.2876
H 0.8354 2.2647 1.2079
H 2.1608 1.7194 0.2086
H 0.4801 1.3443 -0.2319
H 1.5006 4.1954 0.0135
H 1.8555 4.4841 -2.2147
H 3.0082 0.8164 -3.4057
H 3.2223 2.2149 -4.2725
H 4.0880 5.2701 -2.1153
C 6.7859 0.1640 2.2324
S 5.3900 1.2498 1.9245
O 4.2456 0.3812 1.5311
C 6.0362 1.9897 0.4227
H 6.5674 -0.4288 3.1170
H 6.9364 -0.4945 1.3767
H 7.6790 0.7619 2.4130
H 6.2325 1.2101 -0.3142
H 6.9527 2.5348 0.6508
H 5.2906 2.6743 0.0274
C 4.3081 -1.9943 -4.3803
S 2.5704 -1.8613 -4.8150
O 1.8502 -1.4943 -3.5626
C 2.3068 -3.6152 -5.0947
H 4.6661 -0.9979 -4.1247
H 4.4034 -2.6530 -3.5189
H 4.8727 -2.3786 -5.2295
H 2.5638 -4.1760 -4.1947
H 2.9232 -3.9388 -5.9334
H 1.2553 -3.7575 -5.3372
C 4.5567 -4.1651 -0.4896
S 5.0104 -4.9223 -2.0537
O 3.7651 -5.4865 -2.6438
C 5.9298 -6.2965 -1.3509
H 3.9318 -3.2999 -0.7045
H 3.9997 -4.8823 0.1124
H 5.4588 -3.8443 0.0311
H 5.2790 -6.8677 -0.6895
H 6.7901 -5.9112 -0.8043
H 6.2683 -6.9263 -2.1705
C -3.7030 0.8472 -0.6611
S -4.5429 2.3454 -0.1474
O -5.0704 2.1178 1.2333
C -5.9348 2.2196 -1.2705
H -2.8170 0.7468 -0.0354
H -4.3504 -0.0157 -0.5326
H -3.4072 0.9405 -1.7035
H -6.4658 1.2854 -1.0856
H -5.5692 2.2610 -2.2953
H -6.5883 3.0682 -1.0838
C -3.7463 3.5741 3.8483
S -3.6200 5.1904 3.0914
O -2.1718 5.4767 2.8823
C -4.1329 6.1229 4.5425
H -3.4371 2.8368 3.1113
H -3.1018 3.5303 4.7264
H -4.7815 3.3874 4.1287
H -3.4593 5.9065 5.3714
H -5.1553 5.8495 4.8023
H -4.0870 7.1813 4.2936
C -4.6940 7.3498 -3.7683
S -3.9503 6.3017 -2.5097
O -4.7362 5.0389 -2.4841
C -4.4836 7.2808 -1.1010
H -4.5110 6.8883 -4.7360
H -5.7669 7.4264 -3.5922
H -4.2290 8.3352 -3.7380
H -5.5705 7.3648 -1.1064
H -4.0208 8.2663 -1.1511
H -4.1560 6.7677 -0.1983
C -1.5282 -1.8781 -3.2405
S -3.2820 -1.8713 -3.6407
O -4.0120 -1.5947 -2.3708
C -3.4231 -3.6324 -3.9606
H -1.2345 -0.8664 -2.9680
H -1.3490 -2.5512 -2.4025
H -0.9583 -2.1945 -4.1133
H -3.1171 -4.1911 -3.0772
H -2.7961 -3.8923 -4.8141
H -4.4599 -3.8601 -4.1885
C -3.9513 -0.0135 7.2858
S -3.6343 1.5285 8.1539
O -3.9769 2.6264 7.2145
C -1.8422 1.3794 8.1477
H -5.0257 -0.0979 7.1402
H -3.4489 0.0029 6.3189
H -3.5961 -0.8483 7.8901
H -1.4875 1.2971 7.1204
H -1.5504 0.5031 8.7265
H -1.4325 2.2756 8.6082
C 6.7876 -2.3295 7.4640
S 6.2545 -2.0674 5.7676
O 7.4723 -1.7624 4.9689
C 5.4206 -0.5041 6.0734
H 7.3717 -3.2465 7.4919
H 7.4024 -1.4896 7.7867
H 5.9120 -2.4325 8.1046
H 6.1285 0.2100 6.4942
H 4.5882 -0.6677 6.7573
H 5.0416 -0.1335 5.1227
C -5.1883 -7.7438 -6.1101
S -5.8392 -7.4081 -4.4681
O -5.2102 -6.1431 -4.0053
C -4.9718 -8.7505 -3.6458
H -5.5740 -6.9811 -6.7827
H -4.0995 -7.6998 -6.0866
H -5.5257 -8.7266 -6.4388
H -3.8983 -8.6358 -3.7941
H -5.3158 -9.7031 -4.0486
H -5.2053 -8.6959 -2.5850
*
```

=====

# 4
A cluster of 2 separate species, C12H14ClN2 in total in a non-equilibrium geometry. Source: OMol25; level of theory: ωB97M-V with the def2-TZVPD basis set.

Results
DFT total energy in eV: -28164.9765

Geometry as ORCA input:
```
! wB97M-V def2-TZVPD RIJCOSX def2/J DEFGRID3
* xyz 1 1
C 2.8563 0.0984 9.8824
N 3.3639 -1.0489 10.6979
C 4.0602 -0.7999 11.8497
C 4.7362 -1.8140 12.5507
C 4.6838 -3.1206 12.1047
C 3.8589 -3.4261 10.9623
C 3.2091 -2.3317 10.2864
C 5.4223 -4.1603 12.8335
C 4.8536 -5.3829 13.0697
C 5.5877 -6.3697 13.7656
N 6.8205 -6.1507 14.2285
C 7.4608 -4.9855 13.9350
C 6.7297 -3.9941 13.2715
C 7.4377 -7.1992 15.0794
H 2.3504 -0.3405 9.0224
H 3.7132 0.6555 9.5036
H 2.1959 0.7650 10.4370
H 4.2334 0.2387 12.0903
H 5.3217 -1.6695 13.4467
H 3.8604 -4.4645 10.6654
H 2.6311 -2.4766 9.3857
H 3.8455 -5.5782 12.7349
H 5.1421 -7.3347 13.9569
H 8.4078 -4.9131 14.4492
H 7.3703 -3.1376 13.1224
H 6.6943 -7.7348 15.6698
H 8.2058 -6.7089 15.6776
H 7.9457 -7.9233 14.4424
Cl 0.8650 -3.4128 7.6228
*
```